No. 1
Molecular formula: C41H46N9O7PW
Method: DFT, ωB97M-V/def2-TZVPD

Positions of all 105 atoms, in Å:
W (0.0358, -0.3022, 0.7724)
O (-0.9348, -4.2404, 0.5429)
C (-0.1889, -3.3134, 0.6284)
O (-0.6636, -2.0697, 0.9154)
C (1.2935, -3.4357, 0.5123)
C (1.7696, -4.7202, 0.2580)
C (3.1246, -4.9360, 0.1604)
C (4.0422, -3.9216, 0.3442)
C (3.5748, -2.6546, 0.6229)
C (2.1989, -2.3736, 0.6785)
O (1.7862, -1.1167, 0.8732)
N (4.5941, -1.6039, 0.8250)
O (4.2462, -0.5589, 1.3469)
O (5.7071, -1.8361, 0.4211)
N (3.6180, -6.2945, -0.1496)
O (2.7807, -7.1489, -0.3333)
O (4.8174, -6.4457, -0.1850)
H (1.0707, -5.5352, 0.1326)
H (5.1036, -4.1115, 0.2746)
C (1.5591, 0.6373, 3.3164)
C (1.9593, 0.4856, 4.8017)
N (0.8444, -0.0512, 5.5732)
C (-0.3552, 0.7198, 5.2884)
C (-0.7935, 0.5113, 3.8153)
N (0.3038, -0.1488, 3.0535)
C (0.4893, -1.5258, 3.6339)
C (0.6146, -1.4336, 5.1708)
H (2.3439, 0.2871, 2.6465)
H (1.3279, 1.6762, 3.0749)
H (2.2588, 1.4502, 5.2115)
H (2.8069, -0.1916, 4.9058)
H (-0.1438, 1.7724, 5.4821)
H (-1.1521, 0.4130, 5.9656)
H (-1.0040, 1.4714, 3.3455)
H (-1.6780, -0.1235, 3.7330)
H (1.3926, -1.9382, 3.1861)
H (-0.3586, -2.1369, 3.3306)
H (1.4379, -2.0562, 5.5189)
H (-0.2941, -1.7874, 5.6583)
N (-4.3100, 2.4663, -1.7693)
C (-4.4068, 3.6606, -2.3846)
C (-3.1348, 4.1783, -2.4452)
C (-2.3297, 3.1973, -1.8472)
N (-3.0428, 2.1566, -1.4327)
H (-5.0510, 1.8029, -1.6184)
H (-5.3531, 4.0428, -2.7289)
H (-2.8320, 5.1153, -2.8779)
H (-1.2556, 3.1906, -1.7330)
C (-0.2594, 2.8922, -4.7848)
C (-1.1693, 1.8487, -4.8504)
C (-1.1078, 0.8042, -3.9371)
C (-0.1306, 0.8056, -2.9472)
C (0.7989, 1.8451, -2.9010)
C (0.7325, 2.8879, -3.8104)
P (0.1546, -0.5975, -1.8259)
C (-1.1266, -1.8313, -2.1594)
C (-0.8438, -3.1710, -2.4049)
C (-1.8782, -4.0880, -2.5432)
C (-3.1940, -3.6777, -2.4239)
C (-3.4837, -2.3438, -2.1601)
C (-2.4590, -1.4249, -2.0236)
C (1.7566, -1.1696, -2.4464)
C (1.8303, -1.8700, -3.6525)
C (3.0650, -2.1661, -4.2071)
C (4.2310, -1.7372, -3.5867)
C (4.1632, -0.9949, -2.4172)
C (2.9294, -0.7124, -1.8477)
H (-0.3054, 3.6971, -5.5063)
H (-1.9253, 1.8358, -5.6243)
H (-1.8076, -0.0148, -4.0221)
H (1.6147, 1.8134, -2.1876)
H (1.4706, 3.6790, -3.7817)
H (0.1787, -3.5164, -2.4737)
H (-1.6477, -5.1280, -2.7294)
H (-3.9962, -4.3952, -2.5297)
H (-4.5139, -2.0242, -2.0704)
H (-2.6972, -0.3796, -1.8470)
H (0.9308, -2.1670, -4.1748)
H (3.1155, -2.7183, -5.1357)
H (5.1925, -1.9663, -4.0263)
H (5.0696, -0.6360, -1.9465)
H (2.8910, -0.1304, -0.9348)
C (-3.6246, 2.2714, 2.3366)
C (-3.4227, 1.0335, 1.4855)
N (-2.0278, 0.9649, 0.9616)
C (-1.2090, 2.1211, 0.9830)
N (0.0273, 1.7946, 0.6380)
C (0.9890, 2.8844, 0.4070)
C (0.6807, 4.0475, 1.3365)
C (-0.7706, 4.4721, 1.2067)
N (-1.6576, 3.3047, 1.3261)
C (-3.0793, 3.5035, 1.6330)
H (-3.1361, 2.1633, 3.3061)
H (-4.6895, 2.3975, 2.5289)
H (-4.0798, 1.0732, 0.6196)
H (-3.6281, 0.1200, 2.0397)
H (-2.1304, 0.7955, -0.0506)
H (0.9305, 3.2014, -0.6354)
H (1.9923, 2.4989, 0.5850)
H (1.3233, 4.8947, 1.1013)
H (0.8854, 3.7637, 2.3712)
H (-0.9679, 4.9477, 0.2420)
H (-1.0457, 5.1754, 1.9913)
H (-3.6171, 3.7254, 0.7077)
H (-3.1411, 4.3744, 2.2832)

The spin multiplicity is 3. The total charge is +2. The calculation puts the gap between HOMO and LUMO (alpha / beta) at 6.832 / 7.268 eV.


No. 2
Molecular formula: C41H47As2FeS4
Method: DFT, ωB97M-V/def2-TZVPD

Positions of all 95 atoms, in Å:
Fe (-1.4790, 1.1725, 0.3471)
C (-0.6560, 1.9804, 3.8878)
C (-1.5021, 3.1816, 3.5116)
S (-1.5216, 3.5220, 1.7038)
C (-3.3278, 3.8467, 1.5386)
C (-3.7357, 4.0015, 0.0890)
S (-3.2320, 2.5918, -0.9745)
C (-4.6909, 1.4835, -0.9356)
C (-4.9822, 0.8105, 0.3925)
S (-3.5553, -0.1804, 1.0055)
C (-3.7103, 0.1058, 2.8194)
C (-2.4400, -0.2906, 3.5456)
S (-0.9253, 0.4858, 2.8647)
H (-0.8292, 1.7087, 4.9292)
H (0.4038, 2.1918, 3.7512)
H (-1.1013, 4.0688, 4.0034)
H (-2.5353, 3.0425, 3.8246)
H (-3.5480, 4.7637, 2.0872)
H (-3.8457, 3.0108, 2.0091)
H (-3.2414, 4.8699, -0.3466)
H (-4.8150, 4.1319, 0.0105)
H (-4.4746, 0.7461, -1.7091)
H (-5.5570, 2.0681, -1.2479)
H (-5.8180, 0.1217, 0.2674)
H (-5.2401, 1.5422, 1.1558)
H (-4.5460, -0.4978, 3.1756)
H (-3.9430, 1.1576, 2.9832)
H (-2.2663, -1.3618, 3.4442)
H (-2.5043, -0.0361, 4.6026)
C (2.0446, -2.9969, -0.5221)
C (1.6508, -3.2456, 0.9250)
As (1.5147, -1.4707, 1.7722)
C (3.3947, -0.9383, 1.7870)
C (3.7541, 0.3975, 1.6688)
C (5.0881, 0.7646, 1.6140)
C (6.0736, -0.2054, 1.6870)
C (5.7206, -1.5362, 1.8380)
C (4.3877, -1.9020, 1.8894)
C (1.2444, -1.8334, 3.6713)
C (1.8665, -1.0188, 4.6144)
C (1.6203, -1.2006, 5.9629)
C (0.7450, -2.1937, 6.3769)
C (0.1153, -3.0024, 5.4431)
C (0.3464, -2.8063, 4.0933)
As (0.7711, -1.6666, -1.2984)
C (0.8674, -2.0827, -3.2177)
C (0.8562, -1.0391, -4.1388)
C (0.9935, -1.2932, -5.4889)
C (1.1062, -2.5989, -5.9395)
C (1.0784, -3.6456, -5.0344)
C (0.9401, -3.3920, -3.6806)
C (1.9229, -0.0822, -1.3509)
C (3.0823, -0.0866, -2.1188)
C (3.8435, 1.0600, -2.2495)
C (3.4475, 2.2298, -1.6229)
C (2.3097, 2.2412, -0.8327)
C (1.5622, 1.0860, -0.6909)
H (2.0299, -3.9268, -1.0943)
H (3.0503, -2.5661, -0.5854)
H (2.3703, -3.8868, 1.4438)
H (0.6767, -3.7470, 0.9645)
H (2.9788, 1.1555, 1.6210)
H (5.3535, 1.8056, 1.5065)
H (7.1146, 0.0734, 1.6394)
H (6.4777, -2.3025, 1.9134)
H (4.1275, -2.9430, 2.0321)
H (2.5782, -0.2698, 4.2853)
H (2.1113, -0.5740, 6.6917)
H (0.5573, -2.3416, 7.4289)
H (-0.5555, -3.7840, 5.7680)
H (-0.1479, -3.4351, 3.3609)
H (0.7798, -0.0162, -3.7923)
H (1.0192, -0.4669, -6.1827)
H (1.2267, -2.7968, -6.9915)
H (1.1728, -4.6616, -5.3857)
H (0.9064, -4.2199, -2.9823)
H (3.3863, -0.9942, -2.6280)
H (4.7363, 1.0470, -2.8567)
H (4.0227, 3.1330, -1.7532)
H (2.0026, 3.1487, -0.3355)
H (0.6817, 1.0812, -0.0199)
C (-1.6106, 0.3334, -2.2322)
C (-2.0093, 0.5549, -3.5428)
C (-1.5058, 1.6607, -4.2840)
C (-1.8788, 1.8669, -5.5886)
C (-2.7690, 0.9971, -6.2148)
C (-3.2769, -0.0947, -5.5134)
C (-2.9111, -0.3189, -4.2099)
H (-0.8151, 0.9539, -1.8231)
H (-1.9881, -0.5209, -1.6828)
H (-0.8276, 2.3453, -3.7943)
H (-1.4799, 2.7036, -6.1421)
H (-3.0705, 1.1720, -7.2365)
H (-3.9546, -0.7715, -6.0108)
H (-3.2880, -1.1749, -3.6697)

The spin multiplicity is 2. The total charge is +2. The calculation puts the gap between HOMO and LUMO (alpha / beta) at 4.312 / 4.194 eV.


Results for energy above the lowest of the compared OMol25 structures with the same formula, charge and spin: 123.15, 432.46 (in kJ/mol, following the order of the records).